This record from OMol25 describes a cluster of 8 separate species, C39H74ClN2O26S in total at a distorted geometry. The level of theory is the ωB97M-V functional and the def2-TZVPD basis.

Each line ends with the Löwdin charge.
Atoms and positions in Å:
C1 2.719546 -6.045736 4.254322  -0.131
C2 3.417728 -4.571544 4.340684  -0.224
C3 2.782808 -3.739530 3.094195  -0.215
C4 3.395446 -2.254861 2.935948  -0.099
C5 2.264652 -1.089798 2.928343  -0.050
N1 2.506354 0.147624 3.673356  0.001
C6 3.734577 0.508188 4.443395  -0.085
C7 4.128988 2.071395 4.409556  -0.371
C8 3.752141 2.702159 5.867991  -0.064
O1 5.534590 2.239547 4.124841  -0.062
C9 1.271736 0.892697 3.452344  -0.431
Cl1 0.823914 2.521431 4.110265  0.706
C10 0.261647 0.145184 2.563087  -0.117
C11 -1.178148 0.696742 2.168841  -0.116
C12 -2.344142 -0.327621 2.691402  -0.180
C13 -3.496344 0.407420 3.546284  -0.178
C14 -4.977905 0.262405 2.879367  -0.155
C15 -5.922038 -0.778144 3.655217  -0.186
O2 -7.320171 -0.624351 3.229876  -0.093
C16 -8.205162 -1.336037 4.087556  -0.379
C17 -8.093782 -2.906957 4.425659  -0.005
O3 -9.183881 -0.719302 4.612155  0.041
N2 0.963208 -1.098919 2.246807  -0.075
S1 0.286219 -2.343674 1.214600  0.788
C18 1.595183 -3.072055 0.073521  -0.096
O4 -0.453876 -3.413399 1.995133  -0.324
O5 -0.753346 -1.750132 0.268391  -0.329
H1 2.885573 -6.523483 3.224147  0.077
H2 1.584627 -6.004746 4.416668  0.081
H3 3.148428 -6.742589 5.072465  0.090
H4 4.546739 -4.680712 4.206550  0.116
H5 3.091540 -4.142418 5.347959  0.115
H6 1.670131 -3.622379 3.338828  0.100
H7 2.982347 -4.297600 2.108881  0.109
H8 4.098120 -2.172703 2.018479  0.136
H9 4.087049 -2.089865 3.849596  0.114
H10 3.684886 0.062144 5.511498  0.154
H11 4.609047 -0.057346 3.933148  0.140
H12 3.538756 2.610215 3.575816  0.135
H13 4.750334 3.057173 6.333821  0.101
H14 3.016725 3.568037 5.728073  0.065
H15 3.295795 1.909037 6.562073  0.080
H16 6.055529 1.754352 4.809716  0.113
H17 -1.391132 1.695623 2.696681  0.091
H18 -1.352904 0.793808 1.035443  0.133
H19 -2.858679 -0.852199 1.809123  0.110
H20 -1.915634 -1.158651 3.357399  0.112
H21 -3.598386 -0.027224 4.615625  0.115
H22 -3.314877 1.537450 3.700451  0.111
H23 -5.529265 1.278876 2.901649  0.124
H24 -4.936190 -0.070819 1.782989  0.120
H25 -5.594402 -1.839105 3.320920  0.135
H26 -5.866041 -0.695044 4.803178  0.144
H27 -8.735435 -3.149925 5.355629  0.104
H28 -7.021114 -3.237507 4.663750  0.077
H29 -8.488733 -3.508970 3.529590  0.100
H30 1.374964 -2.748366 -1.015582  0.102
H31 1.704718 -4.200328 0.195660  0.094
H32 2.614056 -2.598639 0.346302  0.068
C19 4.711048 -0.522210 -3.094860  -0.038
O6 5.724853 -1.462270 -3.449787  0.005
C20 6.178903 -2.200035 -2.423462  -0.598
O7 5.806156 -2.126041 -1.274362  0.092
O8 7.119521 -3.034109 -2.895385  0.006
C21 7.696975 -3.886779 -1.907846  -0.044
H33 4.421189 0.015448 -3.998408  0.089
H34 3.830154 -1.035389 -2.701518  0.089
H35 5.092836 0.201233 -2.370733  0.101
H36 6.936735 -4.535314 -1.466202  0.096
H37 8.198925 -3.298396 -1.136338  0.099
H38 8.440230 -4.513550 -2.401658  0.098
C22 3.733009 2.589988 -7.107749  -0.036
O9 2.741320 3.468570 -6.576179  0.000
C23 2.281842 3.112097 -5.366057  -0.606
O10 2.633809 2.146948 -4.728620  0.104
O11 1.362096 4.015649 -4.987052  0.000
C24 0.782483 3.761089 -3.709099  -0.045
H39 4.031319 2.972916 -8.084241  0.099
H40 4.614116 2.567742 -6.462382  0.096
H41 3.325520 1.584917 -7.241310  0.097
H42 1.545914 3.785866 -2.927767  0.095
H43 0.258243 2.802349 -3.707606  0.094
H44 0.057604 4.550818 -3.508332  0.097
C25 -8.882773 5.936541 1.167627  -0.057
O12 -9.369219 5.014716 2.140520  0.001
C26 -9.108438 3.725921 1.856923  -0.597
O13 -8.519375 3.319403 0.882656  0.111
O14 -9.615871 2.971431 2.844531  0.007
C27 -9.411645 1.566910 2.674830  -0.042
H45 -9.147840 6.942007 1.496578  0.100
H46 -7.794657 5.875223 1.088593  0.092
H47 -9.351993 5.756419 0.197636  0.096
H48 -8.346686 1.332575 2.655243  0.075
H49 -9.902421 1.213777 1.764208  0.106
H50 -9.859727 1.058220 3.526231  0.075
C28 -1.183858 -2.059991 -4.497740  -0.050
O15 -0.500878 -1.598912 -5.660810  -0.002
C29 -0.829805 -0.350043 -6.036108  -0.596
O16 -1.624894 0.370835 -5.482772  0.120
O17 -0.117835 -0.046067 -7.133573  0.001
C30 -0.365252 1.260416 -7.650907  -0.033
H51 -0.841870 -3.074554 -4.288296  0.091
H52 -0.945183 -1.430573 -3.636826  0.091
H53 -2.262247 -2.088841 -4.669122  0.101
H54 -0.096895 2.023636 -6.916406  0.089
H55 -1.409913 1.364690 -7.952384  0.103
H56 0.262163 1.395934 -8.532724  0.098
C31 0.328983 -9.369773 3.290080  -0.051
O18 0.598111 -9.483836 4.685999  -0.013
C32 0.721257 -10.750603 5.123081  -0.598
O19 0.624277 -11.745361 4.447567  0.128
O20 0.971067 -10.712905 6.442913  -0.005
C33 1.126241 -11.997090 7.046118  -0.044
H57 0.249985 -8.308515 3.049303  0.083
H58 1.146472 -9.796053 2.703864  0.099
H59 -0.618679 -9.851660 3.039293  0.101
H60 1.975198 -12.528005 6.609544  0.100
H61 0.210316 -12.583570 6.945127  0.100
H62 1.323347 -11.845292 8.107996  0.095
C34 -7.412494 11.737035 -1.226493  -0.046
O21 -7.965194 10.428535 -1.092272  -0.002
C35 -7.139362 9.439395 -1.473797  -0.596
O22 -6.018430 9.575831 -1.900650  0.122
O23 -7.780271 8.270439 -1.296700  -0.007
C36 -7.016621 7.123068 -1.663925  -0.049
H63 -8.163934 12.452596 -0.890631  0.095
H64 -6.525444 11.847134 -0.598528  0.098
H65 -7.175297 11.949884 -2.271314  0.099
H66 -6.113691 7.049414 -1.053132  0.100
H67 -6.763155 7.151596 -2.726083  0.101
H68 -7.629306 6.239736 -1.479839  0.083
C37 8.979882 4.711546 -9.725036  -0.045
O24 8.155288 3.918869 -8.871611  -0.006
C38 8.761587 2.824299 -8.380681  -0.599
O25 9.897779 2.483697 -8.601297  0.126
O26 7.879538 2.174629 -7.599906  -0.013
C39 8.390336 0.982163 -7.006160  -0.046
H69 8.389314 5.564671 -10.061108  0.094
H70 9.849795 5.086312 -9.181005  0.099
H71 9.289725 4.138809 -10.602040  0.100
H72 9.236810 1.208347 -6.353713  0.099
H73 8.676715 0.260817 -7.774835  0.100
H74 7.595651 0.543805 -6.400746  0.088

Forces on atoms 1 to 3 (eV/Å):
C 0.35 -0.10 0.34
C -1.34 -1.12 -1.22
C 0.24 0.38 0.73

Total charge ... +1
Molecular weight ... 1054.53 Da
Kohn-Sham gap ... 7.75 eV
DFT total energy ... -121201.601 eV